DFT (wB97M-V/def2-TZVPD) results for a cluster of 2 separate species, C4H8O2 in total.

```
14
Properties=species:S:1:pos:R:3:forces:R:3:nbo_charge:R:1
C -0.7295 -0.8324 1.2736 -0.18 0.05 -0.02 0.02
C -1.3061 0.1666 0.6035 -0.04 -0.11 0.09 0.01
O -0.6166 1.0612 -0.1723 -0.07 -0.01 0.04 -0.50
C 0.7781 1.0039 0.0744 0.24 -0.01 0.03 -0.10
C 1.2432 -0.4442 0.1444 0.12 0.11 -0.19 -0.10
O 0.6090 -1.1141 1.2205 -0.04 -0.02 0.05 -0.49
H -1.2858 -1.5054 1.9143 0.05 0.13 -0.10 0.20
H -0.9124 -0.2041 -2.3798 -0.02 0.03 0.00 0.00
H -0.9982 -0.0669 -3.1034 0.01 -0.04 -0.06 0.00
H -2.3732 0.3502 0.6226 0.15 -0.08 0.03 0.20
H 1.0025 1.5070 1.0251 -0.03 -0.06 -0.11 0.18
H 1.2681 1.5385 -0.7436 -0.05 -0.09 0.12 0.20
H 2.3201 -0.5077 0.3203 -0.15 0.03 -0.04 0.20
H 1.0007 -0.9526 -0.7996 0.02 0.05 0.13 0.18
```
Positions in Å, forces in eV/Å.

Calculated values
* max |F|: 0.25 eV/A
* DFT total energy: -8370.434 eV
* energy relative to the best compared isomer or geometry (same formula, charge and spin): 65.7 kcal/mol
* spin multiplicity: 1
* structure (SMILES): C1=COCCO1.[H][H]
* HOMO: -0.3071 hartree
* net charge: 0